The following is a quantum chemistry calculation of 17 unconnected molecules or ions with the total composition C49H128N30O17 in a non-equilibrium geometry, from the OMol25 dataset.

Structure (XYZ):
```
224
Properties=species:S:1:pos:R:3:forces:R:3
C -32.0350 8.9112 5.9594 -0.6 -1.2 -1.3
O -31.8415 9.4090 7.0467 0.5 0.4 0.5
N -31.1268 9.0154 4.9061 -1.5 -0.8 0.6
N -33.2255 8.1675 5.7980 1.6 0.2 -1.5
H -30.2631 9.4349 5.2381 0.4 -0.1 -0.2
H -31.0098 8.1953 4.2971 -0.3 0.6 0.3
H -33.8210 8.3085 6.5714 -0.8 0.1 0.6
H -33.6641 8.0386 4.8883 0.3 0.1 0.4
C -23.0735 10.6043 8.2981 -0.6 -0.5 1.3
O -22.5396 11.1322 9.2718 -0.1 0.0 -0.9
N -23.6646 9.3399 8.4096 -0.5 0.4 -1.5
N -23.2580 11.2601 7.0597 0.5 -0.2 -0.2
H -23.6806 8.7626 9.2450 0.4 0.9 0.0
H -24.4515 9.1099 7.7878 0.8 0.3 0.3
H -22.9335 12.2277 6.9936 -0.1 -0.5 0.8
H -22.8320 10.8152 6.2558 -0.5 -0.7 0.1
C -32.6360 12.6401 8.2457 1.7 1.7 1.0
O -31.9300 13.4341 8.9063 -0.8 -0.2 -0.9
N -32.7364 11.3604 8.6248 -1.4 -0.8 -0.8
N -33.3571 13.0012 7.1155 -0.2 -0.6 0.0
H -33.0526 10.7385 7.8890 0.3 -0.1 0.6
H -32.0955 10.9536 9.2876 0.4 0.4 0.0
H -33.0635 13.7537 6.5072 0.4 0.1 0.6
H -33.6153 12.2130 6.5394 -0.1 0.0 0.0
C -26.1663 14.8240 3.1963 1.6 0.4 1.4
O -26.1818 14.7051 1.9737 -0.7 -0.1 1.1
N -27.3259 14.9288 4.0181 2.2 -0.1 -0.1
N -24.8692 14.8755 3.8800 -2.4 -0.1 -0.7
H -27.2765 14.9043 5.0410 0.3 0.1 -0.8
H -28.2493 14.9683 3.6346 0.1 -0.2 -0.4
H -24.0491 15.0263 3.2887 -0.9 -0.1 0.2
H -24.7768 15.0759 4.8787 -0.3 0.0 -0.5
C -25.1252 9.9652 12.0467 0.8 -0.3 0.1
O -26.2820 10.3897 12.1600 2.0 -0.9 0.0
N -24.0139 10.8058 11.8269 -1.3 -1.9 0.5
N -24.7407 8.5925 12.2367 -1.2 1.0 -0.6
H -23.2236 10.4477 11.2926 -0.4 0.6 0.2
H -24.2980 11.7498 11.7228 0.1 0.7 -0.4
H -23.8597 8.2240 11.8762 -0.5 0.6 0.2
H -25.5212 7.9349 12.1536 0.4 0.5 0.0
C -29.8044 11.2534 11.2090 1.4 -1.0 0.5
O -30.2836 10.5675 10.3197 -0.5 0.3 -0.2
N -29.7116 12.6474 11.1423 -1.1 0.8 1.2
N -29.1596 10.5846 12.2757 -0.1 1.2 0.0
H -30.4932 13.1359 10.6722 0.4 -1.0 -0.6
H -29.6182 13.1861 12.0205 0.4 -1.1 -0.4
H -28.5580 11.1516 12.8676 -0.2 -0.1 -0.3
H -28.6913 9.6880 12.0937 -0.5 1.0 -0.3
C -28.2615 11.4170 1.3539 -2.2 -0.6 -0.5
O -29.0018 10.4101 1.3396 0.9 1.5 0.5
N -26.8970 11.2646 1.1741 0.2 0.7 1.2
N -28.8093 12.7091 1.4246 1.4 -1.0 -0.2
H -26.6000 10.3652 1.5899 -0.1 0.7 -0.4
H -26.3748 12.0611 1.5700 0.0 -0.6 -0.4
H -28.2220 13.5045 1.5960 0.6 0.1 -0.2
H -29.7470 12.8644 1.7347 -0.4 -0.6 0.0
C -28.6955 3.9926 6.5121 -0.1 0.5 -0.9
O -29.9068 4.1552 6.3025 0.4 -0.1 0.8
N -27.9430 3.4614 5.4281 -0.2 0.4 1.7
N -28.1127 4.3998 7.6992 -0.9 -0.6 -1.0
H -28.5819 3.2235 4.6719 0.5 0.4 0.1
H -27.0872 3.9618 5.2096 -0.2 -0.3 -0.1
H -28.8667 4.7322 8.3517 1.8 -0.4 -0.5
H -27.1385 4.1561 7.9505 -1.4 0.4 0.0
C -31.2708 5.1903 10.0253 -1.3 -1.6 -2.3
O -31.4744 5.4018 11.1912 0.5 0.0 0.2
N -30.7834 6.1601 9.1302 -0.3 -1.0 0.1
N -31.5647 3.8793 9.4075 -0.9 1.0 1.6
H -31.1513 7.0459 9.4089 0.2 0.8 0.2
H -30.8959 6.0309 8.1202 0.0 -0.4 0.6
H -31.9709 3.9098 8.4788 0.6 0.4 -0.2
H -32.2960 3.3829 9.9707 1.3 0.7 -0.2
C -24.9917 14.4099 7.8780 -1.1 0.7 -0.5
O -25.1975 15.2162 6.9266 1.2 -2.2 1.8
N -23.7469 14.0505 8.4378 -1.0 1.2 -1.6
N -26.0664 13.8242 8.5530 2.0 0.5 -1.4
H -23.0063 14.3490 7.8204 0.2 0.1 0.3
H -23.6312 13.1084 8.7719 -0.1 -0.2 0.3
H -25.9019 13.8324 9.5396 -0.8 -0.3 0.4
H -26.9310 14.0593 8.0972 -0.4 0.1 0.7
C -31.8097 14.4705 3.5510 -0.1 0.2 2.7
O -32.2988 13.8260 4.4750 0.1 0.5 -0.2
N -31.3326 15.7538 3.7627 0.7 1.4 0.2
N -31.7136 13.9363 2.3316 -0.1 -1.1 -1.4
H -30.5734 16.2879 3.3279 -0.6 -1.1 -0.7
H -31.4513 16.1828 4.6754 -0.5 -0.9 -0.1
H -32.2019 13.0156 2.2579 0.6 1.4 -0.2
H -31.7290 14.5948 1.5730 -0.1 -0.3 -0.4
C -27.9294 6.5822 10.9216 0.4 1.5 0.0
O -27.2246 6.4531 9.9004 -1.0 -0.8 1.7
N -28.0937 5.6382 11.9386 0.6 -1.0 -2.0
N -28.4680 7.8239 11.2018 0.0 -0.4 -0.7
H -28.9460 5.6265 12.5096 0.5 0.1 -0.7
H -27.8571 4.7549 11.4482 -0.4 0.4 1.2
H -28.5341 8.3863 10.3491 -0.2 -0.1 0.7
H -29.2182 7.9127 11.8793 0.0 -0.2 -0.4
C -32.3504 5.3642 3.7716 -0.9 -1.5 -0.4
O -33.2984 5.4556 2.9823 1.4 0.5 0.8
N -31.0691 5.8186 3.5196 -0.1 0.2 0.2
N -32.4977 4.5755 4.9257 0.1 0.9 -0.3
H -30.3509 5.6447 4.2401 -0.5 -0.1 -0.9
H -30.8272 5.9407 2.5266 -0.1 0.0 1.1
H -31.9160 4.6929 5.7370 0.8 0.1 -0.3
H -33.4486 4.5248 5.2126 -0.8 -0.1 -0.2
C -28.9700 11.9795 5.0224 -1.6 1.0 0.3
C -28.0710 11.1287 5.9201 -1.8 -0.8 -1.1
C -28.5214 11.0397 7.3424 -1.6 0.7 1.0
C -27.7759 9.9510 8.1063 -0.1 0.4 0.4
C -28.0380 8.6525 7.4141 -1.6 -0.8 0.0
C -27.6445 8.6292 5.9609 0.3 0.6 -0.4
N -28.3500 9.7614 5.2872 1.9 0.2 0.2
O -27.8001 9.8166 3.9414 -0.7 -0.3 0.2
C -26.1179 8.5764 5.7542 -0.4 0.1 0.4
C -28.1805 7.3803 5.3604 -0.8 -0.5 -1.2
C -26.7148 11.6592 5.7143 1.6 1.5 -1.1
H -29.9437 11.4826 4.9056 0.3 0.0 -0.3
H -28.4894 12.1283 4.0554 -0.2 -0.1 0.0
H -29.2923 12.9915 5.3753 0.8 -0.6 0.3
H -28.4208 12.0163 7.8316 0.4 0.0 -0.1
H -29.6527 10.9181 7.4027 1.3 -0.4 -0.1
H -28.1402 9.9186 9.1388 0.1 0.1 -0.2
H -26.6913 10.1654 8.1498 -0.3 0.0 0.0
H -29.1338 8.3839 7.4594 0.7 0.7 0.0
H -27.6259 7.7838 7.8865 0.8 -0.4 0.5
H -25.8893 8.5918 4.6991 0.1 0.0 -0.3
H -25.5913 9.3912 6.2262 0.1 0.4 0.1
H -25.7701 7.6396 6.1875 0.1 -0.1 0.0
H -29.2710 7.3784 5.4728 0.2 -0.3 0.1
H -27.9648 7.3676 4.2798 0.0 -0.2 0.3
H -27.7384 6.5207 5.8441 0.0 -0.4 0.1
H -25.8792 11.5448 6.4029 -0.4 -0.2 0.4
H -26.8577 12.7314 5.4874 0.4 -0.2 0.6
H -26.3893 11.3098 4.7433 0.3 -0.3 -0.2
H -28.5703 9.9610 3.3578 0.2 -0.2 0.1
C -22.9376 4.1572 8.0692 0.7 -0.8 1.1
C -23.2037 4.6984 6.6606 -2.0 0.2 2.0
C -22.4963 6.0406 6.4850 0.3 0.7 -0.8
C -20.9234 5.9066 6.2871 -1.9 0.8 -1.0
C -20.7179 4.9742 5.0820 -0.4 0.2 1.4
C -21.3759 3.6040 5.3933 2.2 -1.1 -0.3
N -22.7911 3.7960 5.6285 -0.6 -0.8 -0.3
O -23.4405 2.4983 5.9156 0.8 1.1 -0.6
C -21.2336 2.7740 4.1121 1.2 -0.4 0.0
C -20.5132 2.8613 6.5234 0.3 -0.1 -0.2
C -24.7631 4.8764 6.5707 -0.3 0.5 -0.5
H -23.2395 3.0981 8.3021 0.6 0.8 -0.9
H -23.4543 4.6799 8.8655 -0.4 0.7 -0.2
H -21.8764 4.3298 8.2928 -0.2 -0.5 0.1
H -22.9973 6.4968 5.5757 1.0 -0.4 0.5
H -22.7344 6.7929 7.2591 0.0 -0.8 0.1
H -20.3240 5.6588 7.1642 -0.5 -0.5 0.1
H -20.5785 6.9039 6.0557 0.2 0.4 -0.3
H -19.6495 4.9354 4.8891 0.1 -0.7 -0.1
H -21.1810 5.3685 4.1789 -0.1 0.2 0.1
H -20.2094 2.9276 3.7155 -0.4 -0.3 0.3
H -21.3361 1.7031 4.3263 -0.2 0.2 -0.2
H -21.8693 3.0897 3.2982 -0.6 0.1 0.0
H -21.0503 2.0992 7.0838 -0.7 0.4 0.2
H -19.6905 2.2128 6.1515 -0.3 0.8 -0.6
H -20.0190 3.5558 7.2244 -0.5 -0.3 -0.2
H -25.3192 3.9578 6.7758 0.5 -0.1 0.2
H -25.1064 5.1594 5.5696 0.4 0.1 -0.3
H -25.1913 5.6642 7.2183 0.6 -0.3 0.1
H -23.8123 2.3120 5.0437 -0.1 -0.2 0.2
C -28.0607 4.9285 1.9645 0.5 -0.1 1.1
C -28.1595 3.8543 0.9103 -1.2 0.6 -2.7
C -29.6679 3.7088 0.4449 0.9 0.2 1.0
C -29.9385 3.0803 -0.9400 0.8 0.5 0.9
C -29.1859 3.7389 -2.0849 1.4 2.0 1.8
C -27.6700 3.8251 -1.6245 0.1 0.4 -1.8
N -27.5097 4.4864 -0.3085 -0.3 -0.9 0.6
O -26.1099 4.4450 0.0099 0.0 -0.1 -0.2
C -26.9325 2.5126 -1.7998 0.0 -0.7 -1.0
C -27.0166 4.8120 -2.6667 -0.6 0.7 1.4
C -27.5338 2.5589 1.3504 -0.9 -0.5 -0.3
H -27.8962 5.8705 1.4342 -0.2 0.1 0.5
H -27.1916 4.6925 2.6012 0.0 0.4 -0.2
H -28.9121 4.9826 2.6681 0.2 -0.1 -0.6
H -30.1565 3.0554 1.2142 0.1 0.8 -0.5
H -30.0398 4.7460 0.5045 -0.3 -0.4 -0.1
H -31.0003 3.1749 -1.0232 -0.8 -0.6 -0.5
H -29.5664 2.0759 -0.7725 -0.5 -0.6 -0.6
H -29.4639 4.8369 -2.1614 -0.2 -1.2 -0.1
H -29.2232 3.2989 -3.0872 -0.2 -0.2 0.4
H -25.8785 2.7115 -1.5951 0.0 -0.4 -0.2
H -27.2371 1.6216 -1.2455 -0.2 0.4 0.2
H -27.0951 2.2258 -2.8691 0.5 0.2 0.7
H -27.4471 5.7813 -2.4091 -0.1 0.2 -0.2
H -25.9461 4.9847 -2.5737 0.2 -0.6 0.0
H -27.2929 4.5963 -3.6846 0.0 -0.3 -0.4
H -26.4835 2.6407 1.5621 0.5 0.1 -0.1
H -27.7436 1.7540 0.6277 0.3 0.2 0.5
H -28.0412 2.3237 2.2723 -0.1 -0.5 0.5
H -25.8419 5.3436 -0.1534 0.3 0.6 0.0
C -23.9242 10.8478 3.0572 -0.3 1.6 0.6
C -23.1728 9.8746 2.1525 -0.3 0.0 2.0
C -22.9034 8.6346 3.0784 -1.0 0.8 1.1
C -22.6485 7.3542 2.4016 -0.5 -1.8 -0.4
C -23.8566 7.0696 1.4928 0.4 0.7 0.6
C -23.9795 8.2124 0.4765 -1.3 -0.8 -2.2
N -24.1517 9.4869 1.1565 -0.7 0.2 -0.9
O -24.1320 10.4926 0.1149 0.3 0.3 0.4
C -22.8329 8.2711 -0.5546 0.3 -1.7 -0.7
C -25.3199 8.0356 -0.3489 0.3 -0.1 0.1
C -21.9369 10.5385 1.6256 1.7 0.5 0.4
H -23.4057 11.0706 4.0005 0.2 -0.4 -0.1
H -24.9483 10.5350 3.3432 0.6 -0.1 -0.4
H -23.9879 11.8604 2.6185 -0.2 -0.4 -0.2
H -22.1339 8.7981 3.8482 -0.1 0.6 -0.3
H -23.8650 8.5081 3.6296 0.6 0.1 -0.1
H -22.5689 6.4734 3.0823 0.1 0.9 -0.1
H -21.7074 7.3926 1.8556 0.0 -0.2 -0.3
H -24.7842 7.0581 2.0991 0.4 0.1 -0.1
H -23.7528 6.0528 1.1285 -0.1 0.1 -0.9
H -22.8415 9.1672 -1.1710 -0.2 -0.1 0.2
H -21.8541 8.1807 -0.1018 0.2 0.2 0.3
H -22.8683 7.3781 -1.2431 -0.2 0.8 0.6
H -25.3442 7.1023 -0.9031 0.4 -0.2 -0.2
H -26.2425 8.0142 0.2336 0.2 0.2 0.5
H -25.4486 8.8263 -1.0930 0.2 -0.1 0.1
H -21.3552 11.0938 2.3695 -0.5 -0.2 0.8
H -22.1307 11.3565 0.9385 -0.2 -0.6 -0.7
H -21.1787 9.8182 1.3173 -0.2 0.0 -0.8
H -25.0387 10.7117 -0.1413 -0.2 -0.3 0.6
```
Forces are in eV/Å.

- DFT total energy (a.u.) = -4865.8955
- orbital gap (eV) = 8.90
- F_max (eV Å⁻¹) = 3.1
- energy relative to the best compared isomer or geometry (same formula, charge and spin) (kcal/mol) = 0.6

Atomic partial charges in e from the Mulliken method, atoms 1 to 4:
1. C 0.184
2. O -0.478
3. N -0.149
4. N -0.400